Formula: C3H7N3O
Source: the Open Molecules 2025 dataset
Level of theory: ωB97M-V with the def2-TZVPD basis set

The value obtained for the HOMO-LUMO gap is 9.480 eV. The LUMO energy comes out at 0.733 eV.

Structure (XYZ):
```
14
Properties=species:S:1:pos:R:3:nbo_charge:R:1
C 1.277 0.084 0.922 -0.667
C -1.321 -1.000 -0.347 0.749
C 0.439 0.202 -0.331 0.622
N 0.906 1.086 -1.249 -0.788
O -1.175 0.703 0.273 -0.799
N -0.150 -0.949 -0.872 -0.685
N -2.404 -1.531 -0.090 -0.781
H -1.305 0.734 1.234 0.476
H 0.390 1.135 -2.114 0.404
H 1.302 1.953 -0.922 0.388
H -2.440 -2.540 -0.174 0.395
H 1.502 1.061 1.352 0.216
H 2.214 -0.409 0.657 0.240
H 0.765 -0.529 1.661 0.229
```